<a>
Formula: C5H11NO2
Source: the Open Molecules 2025 dataset
Level of theory: wB97M-V/def2-TZVPD

2S+1: 1
LUMO level, eV: 1.0
HOMO, eV: -8.036
SMILES: C=C(C)N.COC=O
Net charge: 0
Gap between HOMO and LUMO, eV: 8.989

Cartesian coordinates (Å):
C -1.164 -0.190 0.347
C -1.172 0.728 -0.670
C -1.398 2.191 -0.447
N -1.026 0.334 -1.978
H -1.342 0.140 1.357
H -1.338 -1.235 0.137
H -2.270 2.520 -1.015
H -0.532 2.765 -0.784
H -1.553 2.412 0.604
H -0.585 -0.573 -2.092
H -0.662 1.032 -2.608
C 1.878 -1.950 1.638
O 1.540 -0.603 1.325
C 1.210 -0.365 0.046
O 1.281 -1.139 -0.887
H 0.995 -2.588 1.547
H 2.644 -2.302 0.940
H 2.243 -1.945 2.665
H 1.251 0.769 -0.126

Atom charges from the natural (NBO) analysis, given in e for atoms 1 to 4: number 1, C, carries -0.573; number 2, C, carries 0.250; number 3, C, carries -0.660; number 4, N, carries -0.804

***

<b>
Formula: C5H11NO2
Source: the Open Molecules 2025 dataset
Level of theory: wB97M-V/def2-TZVPD

2S+1: 1
LUMO level, eV: 0.9
HOMO, eV: -8.748
SMILES: C=C(O)[C@H](C)N(C)O
Net charge: 0
Gap between HOMO and LUMO, eV: 9.651

Cartesian coordinates (Å):
C 0.406 -0.628 -2.206
C -0.531 -0.535 -1.253
O -1.821 -0.969 -1.561
C -0.415 -0.034 0.199
C -1.406 1.135 0.379
N 0.849 0.453 0.816
C 1.090 -0.224 2.095
O 2.014 0.107 0.034
H 1.435 -0.333 -2.061
H 0.184 -1.031 -3.188
H -1.858 -1.199 -2.505
H -0.799 -0.867 0.806
H -1.174 1.961 -0.304
H -2.437 0.819 0.185
H -1.387 1.529 1.402
H 1.227 -1.304 1.965
H 1.994 0.177 2.568
H 0.263 -0.057 2.793
H 2.367 0.997 -0.161

Atom charges from the natural (NBO) analysis, given in e for atoms 1 to 4: number 1, C, carries -0.525; number 2, C, carries 0.332; number 3, O, carries -0.701; number 4, C, carries -0.129

***

<a> is the most stable structure; the next one sits 166.8 kJ/mol above it.

***

<a>
Formula: C5H11NO2
Source: the Open Molecules 2025 dataset
Level of theory: wB97M-V/def2-TZVPD

2S+1: 1
LUMO level, eV: 0.7
HOMO, eV: -8.555
SMILES: CNCCCC(=O)O
Net charge: 0
Gap between HOMO and LUMO, eV: 9.243

Cartesian coordinates (Å):
C 1.553 1.131 1.957
N 1.551 0.047 0.983
C 0.512 -1.011 1.152
C 0.061 -1.699 -0.163
C -1.207 -1.055 -0.690
C -1.078 0.423 -1.079
O -1.868 1.265 -0.759
O 0.049 0.687 -1.763
H 1.352 0.722 2.941
H 2.590 1.532 1.884
H 0.981 2.032 1.732
H 1.498 0.447 0.051
H -0.348 -0.487 1.581
H 0.985 -1.766 1.804
H -0.010 -2.743 0.160
H 0.838 -1.639 -0.932
H -1.638 -1.620 -1.529
H -1.919 -0.992 0.176
H 0.225 1.636 -1.799

Atom charges from the natural (NBO) analysis, given in e for atoms 1 to 4: number 1, C, carries -0.423; number 2, N, carries -0.641; number 3, C, carries -0.219; number 4, C, carries -0.418

***

<b>
Formula: C5H11NO2
Source: the Open Molecules 2025 dataset
Level of theory: wB97M-V/def2-TZVPD

2S+1: 1
LUMO level, eV: 0.7
HOMO, eV: -9.708
SMILES: CNC(=O)C[C@@H](C)O
Net charge: 0
Gap between HOMO and LUMO, eV: 10.416

Cartesian coordinates (Å):
C -1.481 2.256 0.816
N -0.611 2.155 -0.361
C -0.032 0.995 -0.822
O 0.612 1.009 -1.859
C -0.255 -0.332 -0.093
C 1.046 -1.144 -0.133
C 0.791 -2.484 0.560
O 1.474 -1.507 -1.470
H -1.282 1.543 1.605
H -2.501 2.187 0.441
H -1.333 3.199 1.346
H -0.344 3.004 -0.824
H -1.055 -0.913 -0.545
H -0.483 -0.172 0.952
H 1.899 -0.583 0.248
H -0.129 -2.952 0.234
H 1.623 -3.152 0.322
H 0.883 -2.330 1.634
H 1.179 -0.777 -2.049

Atom charges from the natural (NBO) analysis, given in e for atoms 1 to 4: number 1, C, carries -0.420; number 2, N, carries -0.614; number 3, C, carries 0.692; number 4, O, carries -0.642

***

<c>
Formula: C5H11NO2
Source: the Open Molecules 2025 dataset
Level of theory: wB97M-V/def2-TZVPD

2S+1: 1
LUMO level, eV: 0.6
HOMO, eV: -8.182
Net charge: 0
Gap between HOMO and LUMO, eV: 8.752

Cartesian coordinates (Å):
C 1.272 0.776 1.187
C -2.289 0.605 -0.069
C -0.836 0.919 0.080
O -0.434 2.108 -0.368
N 0.012 0.177 0.761
H -1.125 2.529 -0.899
H 1.099 1.625 1.850
H 1.838 0.021 1.733
H 1.868 1.122 0.337
H -2.621 0.821 -1.085
H -2.478 -0.447 0.129
H -2.851 1.227 0.638
C 1.559 -1.782 -0.544
C 0.140 -1.249 -0.488
O -0.343 -0.715 -1.577
H -0.517 -1.978 0.029
H 2.221 -1.029 -0.975
H 1.562 -2.664 -1.186
H 1.923 -2.065 0.447

Atom charges from the natural (NBO) analysis, given in e for atoms 1 to 4: number 1, C, carries -0.433; number 2, C, carries -0.695; number 3, C, carries 0.764; number 4, O, carries -0.649

***

<b> is the most stable structure; the next one sits 43.4 kJ/mol above it.

***

<a>
Formula: C5H11NO2
Source: the Open Molecules 2025 dataset
Level of theory: wB97M-V/def2-TZVPD

2S+1: 1
LUMO level, eV: 0.6
HOMO, eV: -8.981
SMILES: CCN(C)[C@@H](O)C=O
Net charge: 0
Gap between HOMO and LUMO, eV: 9.616

Cartesian coordinates (Å):
C 1.470 -1.783 0.052
C 1.242 -0.365 -0.459
N -0.173 -0.016 -0.331
C -0.685 0.720 -1.481
C -0.526 0.534 0.979
O -0.211 1.904 1.100
C -2.000 0.271 1.343
O -2.928 0.042 0.574
H 1.271 -1.868 1.125
H 2.507 -2.086 -0.124
H 0.822 -2.495 -0.472
H 1.889 0.343 0.072
H 1.559 -0.344 -1.509
H -0.519 0.143 -2.398
H -0.199 1.693 -1.609
H -1.765 0.882 -1.422
H 0.040 0.011 1.759
H 0.402 2.096 0.374
H -2.195 0.318 2.429

Atom charges from the natural (NBO) analysis, given in e for atoms 1 to 4: number 1, C, carries -0.606; number 2, C, carries -0.221; number 3, N, carries -0.467; number 4, C, carries -0.420

***

<b>
Formula: C5H11NO2
Source: the Open Molecules 2025 dataset
Level of theory: wB97M-V/def2-TZVPD

2S+1: 1
LUMO level, eV: 0.9
HOMO, eV: -8.353
SMILES: C/C(=C\ON)[C@H](C)O
Net charge: 0
Gap between HOMO and LUMO, eV: 9.258

Cartesian coordinates (Å):
C 0.100 1.559 -0.406
C -0.017 0.141 0.070
C -1.199 -0.449 0.216
O -2.384 0.188 -0.055
N -3.506 -0.654 0.213
C 1.225 -0.692 0.350
C 2.529 0.101 0.266
O 1.273 -1.822 -0.507
H -0.895 1.970 -0.546
H 0.634 2.170 0.319
H 0.635 1.615 -1.354
H -1.301 -1.472 0.549
H -4.088 -0.144 0.876
H -4.018 -0.731 -0.665
H 1.143 -1.131 1.351
H 2.542 0.896 1.006
H 3.362 -0.570 0.460
H 2.659 0.533 -0.724
H 1.307 -1.509 -1.419

Atom charges from the natural (NBO) analysis, given in e for atoms 1 to 4: number 1, C, carries -0.643; number 2, C, carries -0.140; number 3, C, carries 0.154; number 4, O, carries -0.399

***

<a> is the most stable structure; the next one sits 110.9 kJ/mol above it.